Entry 1:
The following is a DFT calculation (the ωB97M-V functional and the def2-TZVPD basis) of the molecule C3H5N5 in a non-equilibrium geometry.

Its HOMO energy is -9.0 eV. The charge is 0. As for the SMILES: N/N=C\n1ccnn1. For the gap between HOMO and LUMO, the calculation gives 9.8 eV.

Cartesian coordinates (Å):
N: -2.11003 0.56504 0.17389
N: -1.98855 -0.72401 -0.18155
C: -0.81710 -1.22528 -0.16450
N: 0.39232 -0.56672 0.08384
C: 0.79731 0.77217 -0.13416
C: 2.12629 0.69125 -0.12826
N: 2.50706 -0.58703 0.08486
N: 1.43499 -1.33844 0.19030
H: -3.06632 0.88235 0.18692
H: -1.44153 0.95572 0.81797
H: -0.76452 -2.31784 -0.31832
H: 0.05277 1.41366 -0.40476
H: 2.87730 1.47913 -0.20622



Entry 2:
The following is a DFT calculation (the ωB97M-V functional and the def2-TZVPD basis) of a cluster of 2 separate species, C3H7N3O in total in a non-equilibrium geometry.

Its HOMO energy (spin up / spin down) is -8.7 / -8.2 eV. The charge is 0. For the gap between HOMO and LUMO (spin up / spin down), the calculation gives 8.9 / 8.4 eV.

Cartesian coordinates (Å):
C: 1.74547 0.30715 -0.14457
C: 0.38813 -1.87813 0.12404
C: -2.04649 1.05501 -0.37100
N: 1.22598 1.36766 0.62095
N: 0.74220 -0.51002 0.36279
N: 0.14691 0.56582 1.00271
O: 2.63629 0.08537 -0.91970
H: 1.27699 -2.26279 -0.19361
H: -0.16261 -2.37041 1.05678
H: -0.35998 -2.02239 -0.70853
H: -2.14963 1.52771 -1.26528
H: -2.10519 -0.05148 -0.37718
H: -2.36459 1.77071 0.44512
H: 1.02652 2.41578 0.36747



Entry 3:
The following is a DFT calculation (the ωB97M-V functional and the def2-TZVPD basis) of the molecule C3H5NO in a non-equilibrium geometry.

Its HOMO energy is -9.7 eV. The charge is 0. As for the SMILES: C/C=N\C=O. For the gap between HOMO and LUMO, the calculation gives 10.0 eV.

Cartesian coordinates (Å):
C: 1.06870 -0.58413 -0.18094
C: -0.35320 -0.77140 0.04593
N: -1.28731 0.06149 -0.23957
C: -0.95194 1.34186 0.23109
O: 0.07738 1.66745 0.79259
H: 1.77729 -1.13353 0.45514
H: 1.45030 0.38115 -0.52239
H: 0.63164 -1.18133 -1.07400
H: -0.59330 -1.80406 0.31345
H: -1.81546 2.01446 0.17790



Entry 4:
The following is a DFT calculation (the ωB97M-V functional and the def2-TZVPD basis) of a cluster of 2 separate species, C41H35NOP in total in a non-equilibrium geometry.

Its HOMO energy is -10.0 eV. The charge is +1. For the gap between HOMO and LUMO, the calculation gives 5.1 eV.

Cartesian coordinates (Å):
C: 2.04910 4.02878 0.06520
C: 2.48593 2.74525 -0.27516
C: 1.96162 1.62939 0.38091
C: 0.95524 1.79314 1.34645
P: 0.00099 0.38397 1.97921
C: -1.69661 0.73565 1.40798
C: -2.78904 0.48864 2.25223
C: -4.08661 0.80985 1.85195
C: -4.32057 1.37733 0.59697
C: -3.24066 1.62026 -0.25603
C: -1.93871 1.30836 0.14381
C: 0.63005 -1.05920 1.07382
C: 1.87017 -1.60602 1.44771
C: 2.44824 -2.62251 0.68781
C: 1.78556 -3.12489 -0.43360
C: 0.52821 -2.62408 -0.77557
C: -0.06084 -1.60965 -0.01514
C: 0.15716 0.14534 3.70625
C: 1.17930 0.78181 4.48776
O: 1.41278 0.54308 5.68710
C: 0.59217 3.08750 1.75966
C: 1.12449 4.19985 1.10209
H: 2.43158 4.89465 -0.47590
H: 3.22720 2.59941 -1.06174
H: 2.31874 0.63014 0.13289
H: -2.60918 0.02742 3.22274
H: -4.92703 0.61599 2.52012
H: -5.33762 1.62911 0.28841
H: -3.41479 2.05970 -1.23709
H: -1.10167 1.52787 -0.52199
H: 2.37602 -1.23070 2.33915
H: 3.41116 -3.03800 0.98571
H: 2.23960 -3.92253 -1.02333
H: -0.00752 -3.03165 -1.63378
H: -1.05501 -1.23781 -0.26460
H: -0.65921 -0.32313 4.24605
H: 1.79936 1.55685 3.97769
H: -0.11948 3.21384 2.57816
H: 0.80667 5.20118 1.39540
C: 2.19458 -1.70190 10.69560
N: 1.38749 -2.68798 10.00607
C: 0.96490 -3.84025 10.78511
C: 0.87301 -2.47259 8.74797
C: 1.68744 -1.99258 7.68888
C: 1.25777 -2.16284 6.38607
C: -0.08484 -2.48479 6.09939
C: -0.53870 -2.68769 4.74746
C: -1.90902 -2.51318 4.30826
C: -2.09107 -3.25300 3.09246
C: -3.33584 -3.33999 2.48701
C: -4.40975 -2.66330 3.07138
C: -4.23599 -1.93679 4.26426
C: -2.98773 -1.84967 4.89381
C: -0.84261 -3.93931 2.79966
C: 0.12124 -3.55922 3.80013
C: 1.36207 -4.18922 3.84429
C: 1.62830 -5.19022 2.90774
C: 0.66134 -5.59985 1.97441
C: -0.58275 -4.96795 1.90954
C: -0.96354 -2.74332 7.18367
C: -0.47722 -2.81220 8.47156
H: 2.64796 -0.99930 9.99129
H: 1.58055 -1.12136 11.40426
H: 2.98120 -2.21558 11.25820
H: 0.85193 -4.72374 10.13672
H: 1.73085 -4.05615 11.54257
H: -0.00243 -3.66723 11.28675
H: 2.67601 -1.58614 7.90263
H: 1.93567 -2.00307 5.54956
H: -3.44702 -3.94747 1.59025
H: -5.39048 -2.68833 2.59214
H: -5.08622 -1.41697 4.70826
H: -2.84254 -1.30418 5.82783
H: 2.09098 -3.89263 4.59243
H: 2.61059 -5.66019 2.90098
H: 0.88211 -6.41180 1.28094
H: -1.35230 -5.27625 1.19995
H: -2.01443 -2.97161 6.99496
H: -1.13168 -3.12150 9.29117



Entry 5:
The following is a DFT calculation (the ωB97M-V functional and the def2-TZVPD basis) of a structure of composition C24H26BiF5N6S2 in a non-equilibrium geometry.

Its HOMO energy is -7.6 eV. The charge is 0. For the gap between HOMO and LUMO, the calculation gives 7.5 eV.

Cartesian coordinates (Å):
Bi: 0.19875 0.52635 -0.31386
C: -0.82775 -3.21715 0.79914
C: -0.33875 -2.92735 -0.62246
N: -0.94935 -1.80115 -1.31166
C: -2.36755 -1.84255 -1.63376
C: -3.21645 -1.00175 -0.66806
N: -2.68935 0.35015 -0.58856
C: -3.30765 1.19275 0.42224
C: -2.54125 2.51295 0.58724
C: -1.70765 2.65915 1.86904
N: -0.57035 1.73875 1.96474
C: -0.69395 0.71195 2.99384
C: 0.42795 -0.33505 2.95474
N: 0.36265 -1.25445 1.82424
C: -0.84745 -2.05675 1.79344
H: -0.18235 -4.00995 1.18474
H: -1.84195 -3.61785 0.75984
H: -0.46525 -3.86255 -1.19416
H: 0.73265 -2.71265 -0.58706
H: -0.41755 -1.64405 -2.16076
H: -2.76165 -2.86595 -1.63426
H: -2.49615 -1.43885 -2.64046
H: -3.19115 -1.43955 0.33184
H: -4.26935 -1.02055 -1.00266
H: -2.77775 0.78945 -1.50006
H: -3.30695 0.63515 1.36044
H: -4.35845 1.41215 0.17604
H: -3.24545 3.34555 0.57224
H: -1.87885 2.62135 -0.26656
H: -2.36975 2.53025 2.73274
H: -1.33065 3.68535 1.89344
H: 0.29075 2.25645 2.11254
H: -1.66175 0.21985 2.88054
H: -0.67715 1.16105 4.00084
H: 0.38995 -0.87755 3.91314
H: 1.38535 0.18795 2.89614
H: 1.18735 -1.84835 1.82914
H: -1.65425 -1.37805 1.52394
H: -1.07105 -2.48345 2.78804
S: 2.50845 1.02955 0.70764
C: 3.24045 -0.46875 0.14824
C: 4.12565 -1.12885 0.98724
C: 4.77745 -2.29155 0.58064
C: 5.59935 -2.99145 1.49054
N: 6.22835 -3.56495 2.25914
C: 4.57615 -2.77055 -0.72696
C: 3.67355 -2.11705 -1.56016
C: 2.96825 -1.00495 -1.12336
S: 1.75675 -0.33125 -2.19916
C: 5.26135 -3.90645 -1.21086
N: 5.81315 -4.81635 -1.63766
H: 4.30985 -0.73885 1.97664
H: 3.49585 -2.48635 -2.55906
F: 0.82575 3.91215 0.14034
C: 0.32355 3.76985 -1.09726
C: -0.00525 2.50805 -1.55956
C: -0.58455 2.43955 -2.81586
F: -0.99595 1.24895 -3.28826
C: -0.81465 3.56445 -3.60356
F: -1.38145 3.45825 -4.81256
C: -0.46615 4.81835 -3.10966
F: -0.70855 5.91205 -3.83676
C: 0.10175 4.92575 -1.84376
F: 0.41025 6.12955 -1.34576



Entry 6:
The following is a DFT calculation (the ωB97M-V functional and the def2-TZVPD basis) of the ion C8H15BrN4O with charge +2 in a non-equilibrium geometry.

Its HOMO energy (spin up / spin down) is -16.9 / -17.2 eV. The charge is +2. For the gap between HOMO and LUMO (spin up / spin down), the calculation gives 6.5 / 8.1 eV.

Cartesian coordinates (Å):
C: -1.59985 1.51323 -1.66526
C: -1.31202 1.34821 0.69229
C: -2.38798 0.17722 -1.93369
C: 0.58274 -1.62216 0.02382
C: 1.84022 0.14041 1.10585
C: 1.96696 -1.81331 -0.66296
C: 3.20631 -0.23221 0.39381
C: -0.43984 0.36122 1.06812
N: -1.29106 1.88841 -0.54390
N: -2.28326 -0.55831 -0.74381
N: -2.18707 1.80989 1.64830
N: 0.62866 -0.10833 0.23691
O: 3.16162 -1.59306 -0.02353
Br: -3.70387 -1.00130 0.22447
H: -1.52474 1.94287 -2.65082
H: -3.30265 0.56553 -2.23657
H: -1.69860 -0.26218 -2.60561
H: -0.32952 -1.72760 -0.55991
H: 0.39153 -1.93004 1.05841
H: 1.86780 -0.62897 1.98631
H: 1.77941 1.24198 1.30564
H: 1.85974 -2.87686 -1.02403
H: 1.99706 -1.15035 -1.59609
H: 3.28968 0.31774 -0.55295
H: 4.03435 -0.30844 1.19674
H: -0.50006 -0.01683 2.15183
H: -2.20863 1.52095 2.58701
H: -2.62523 2.71556 1.75910
H: 0.78828 0.28673 -0.63949



What did we get for E? Answer: -391.00804; -357.81084; -247.22410; -2054.44440; -2768.96238; -3181.23997 hartree, in the order shown.